{"formula": "C31H30N5O4SSiTeW", "method": "ωB97M-V/def2-TZVPD", "species": ["W", "O", "C", "O", "C", "C", "C", "C", "C", "N", "C", "O", "O", "H", "H", "H", "C", "Si", "C", "C", "C", "C", "C", "C", "N", "C", "S", "H", "H", "H", "H", "H", "H", "H", "H", "H", "H", "H", "H", "Te", "C", "C", "C", "C", "C", "C", "C", "C", "C", "C", "C", "C", "H", "H", "H", "H", "H", "H", "H", "H", "H", "H", "N", "C", "C", "N", "C", "C", "N", "H", "H", "H", "H", "H"], "xyz": [[-0.04122, 0.77241, 0.34911], [2.37716, 0.21110, -2.92879], [1.99230, 0.58249, -1.87347], [0.72708, 0.30926, -1.34388], [2.74503, 1.40739, -0.83697], [4.04950, 1.90225, -1.02575], [4.61641, 2.52185, 0.06727], [3.86871, 2.75177, 1.21878], [2.56251, 2.24375, 1.28924], [2.05488, 1.56882, 0.27242], [1.67638, 2.09082, 2.45979], [1.88331, 2.32796, 3.60198], [0.44639, 1.44903, 2.05088], [4.55927, 1.74071, -1.97049], [5.67415, 2.80606, -0.02295], [4.26529, 3.25217, 2.10617], [-4.29026, 4.31997, -2.28278], [-3.37499, 3.09636, -3.28816], [-1.57352, 3.55376, -3.45988], [-4.05397, 2.78912, -4.94076], [-3.19494, 1.39551, -2.26838], [-3.81786, 0.18388, -2.63903], [-3.36563, -1.00133, -2.09020], [-2.35909, -1.03800, -1.14809], [-1.73833, 0.08765, -0.84666], [-2.19018, 1.25301, -1.33821], [-1.32708, 2.50739, -0.47890], [-4.12999, 5.32450, -2.67647], [-3.96730, 4.34268, -1.21646], [-5.34766, 4.09127, -2.20542], [-1.57199, 4.34878, -4.18937], [-0.87291, 2.76668, -3.77547], [-1.17551, 3.98915, -2.56627], [-4.02723, 3.73248, -5.49993], [-5.10383, 2.43827, -4.91104], [-3.41724, 2.04262, -5.44221], [-4.59174, 0.17631, -3.39127], [-3.87580, -1.91653, -2.26365], [-2.08272, -1.95516, -0.68269], [0.37282, -2.33351, 0.67420], [1.87162, -2.47166, -0.78680], [3.18993, -2.71266, -0.34418], [4.19090, -2.91663, -1.27208], [3.93174, -2.87342, -2.62594], [2.59841, -2.77532, -3.04246], [1.59112, -2.49132, -2.12673], [1.44959, -2.45618, 2.36862], [2.09283, -1.38816, 3.03876], [2.44441, -1.50988, 4.37105], [2.22531, -2.72835, 5.03692], [1.66624, -3.78708, 4.36910], [1.28219, -3.66497, 3.05296], [3.38304, -2.82058, 0.71124], [5.16620, -3.26866, -0.88448], [4.67995, -3.07147, -3.37979], [2.40204, -2.72043, -4.07974], [0.62245, -2.32456, -2.49777], [2.21371, -0.43663, 2.51936], [2.87951, -0.65003, 4.86455], [2.53616, -2.77401, 6.06888], [1.63442, -4.68300, 4.90566], [0.84191, -4.53533, 2.59958], [-1.47718, -2.20499, 4.67391], [-1.98846, -1.45216, 3.69343], [-1.15668, -0.63663, 2.87495], [-1.62675, -0.08093, 1.77355], [-2.93894, -0.16763, 1.53013], [-3.72921, -0.98257, 2.33894], [-3.24561, -1.64928, 3.36537], [-0.57575, -2.02223, 5.05750], [-2.18278, -2.63028, 5.25976], [-0.14197, -0.43240, 3.13242], [-3.43236, 0.34246, 0.71315], [-4.77822, -1.15572, 2.23399]], "forces_ev_per_angstrom": [[0.5000, 0.3335, 0.0974], [-0.3934, 0.4056, 0.6209], [-0.0072, 0.3523, 0.6312], [0.5523, -0.2236, -0.4291], [0.7175, -0.2954, -1.6982], [-1.4455, -0.7690, 0.2303], [0.9176, 0.4913, -0.2183], [-0.7832, -0.1977, 1.0600], [1.1028, -0.0111, -0.0384], [-0.7669, -0.2974, -0.8021], [-0.5381, 0.1659, 1.4685], [-0.2490, -0.1809, -1.1611], [0.6367, 0.3162, -0.1252], [-0.0260, -0.0247, 0.1701], [-0.5674, 0.1634, 0.3637], [0.0181, -0.1295, -0.3840], [0.1728, 0.1380, 1.3310], [0.6710, -0.5509, 0.8654], [-0.0439, -0.3683, -0.1836], [-0.6097, -0.6857, -0.3691], [-0.3740, 0.4460, -0.9108], [0.9685, 0.5102, 0.0936], [-0.6555, -0.3062, 0.5877], [-0.1808, 0.3672, -1.1986], [0.2562, 0.2929, 0.3058], [-0.3284, -0.5410, -0.3894], [0.6628, -0.0171, 0.8590], [-0.2244, 0.0253, -0.0538], [0.0934, 0.0158, -0.6250], [-0.2899, 0.1247, -0.3349], [0.2637, 0.3144, -0.4518], [-0.3769, 0.1269, -0.1220], [0.2761, 0.4337, 0.5884], [0.0069, -0.2154, -0.0050], [0.5033, 0.1391, -0.1818], [-0.3439, 0.2688, -0.1185], [-0.1753, -0.0073, 0.0005], [-0.3358, -0.6449, -0.4560], [0.2779, -0.4102, 0.2399], [-0.1927, 0.7058, -1.9379], [0.9699, -0.1768, 1.3539], [-0.6743, 0.0626, -0.0634], [1.1538, -0.6556, 1.0478], [-1.1424, -0.7682, -0.5220], [0.7599, 1.1530, 0.9075], [0.5487, -0.6878, -0.8481], [0.9181, -0.1667, 1.9756], [-0.6429, -0.0925, -0.5467], [-0.0448, -0.1864, -0.3555], [0.4876, 1.5397, -0.0995], [0.8258, 0.7829, 0.1240], [-0.2800, 0.0543, -0.2951], [0.2083, 0.0374, 0.1061], [-0.4837, 0.6401, -0.4176], [0.2320, 0.1029, 0.1522], [-0.3810, -0.2267, -0.8899], [-1.2156, 0.1720, -0.3845], [0.1612, -0.2463, 0.1556], [0.0729, -0.1489, 0.1455], [-0.0802, -0.3261, 0.1419], [-0.4775, -1.4852, 0.3856], [-0.2358, -0.1219, -0.3374], [-0.6291, 0.0261, 0.3153], [1.3772, -0.0344, -0.7974], [-0.4690, -0.3115, 0.7735], [-0.1276, 0.9439, -0.1323], [-1.2187, -0.4203, 0.0145], [0.4654, 0.0877, 0.5949], [-0.5922, -0.0722, 0.1688], [0.3876, 0.1038, 0.2601], [0.2462, -0.1793, 0.1758], [0.3256, -0.1092, 0.1987], [0.4320, 0.0733, 0.0913], [-0.5672, 0.3752, -0.7180]], "lowdin_charge": [1.571, 0.225, -0.411, -0.307, -0.120, 0.095, 0.038, 0.102, -0.146, 0.029, -0.387, 0.247, -0.279, 0.154, 0.155, 0.158, -0.159, 0.511, -0.186, -0.164, -0.148, 0.020, 0.009, -0.136, -0.205, -0.669, 0.887, 0.057, 0.044, 0.047, 0.051, 0.055, -0.022, 0.064, 0.060, 0.058, 0.131, 0.125, 0.067, 1.744, -0.490, -0.104, -0.047, -0.010, -0.024, -0.148, -0.569, -0.134, -0.030, -0.023, -0.048, -0.123, 0.093, 0.140, 0.131, 0.119, 0.100, 0.082, 0.126, 0.131, 0.116, 0.110, 0.204, -0.336, -0.124, -0.114, -0.099, -0.037, 0.172, 0.101, 0.139, 0.078, 0.121, 0.132], "lumo_energy_ha": [-0.4127, -0.4471], "orbital_gap_ha": [0.2039, 0.1685], "charge": 3, "relative_energy_kcal_mol": 2.2}